Entry 1:
Formula: C46H45N2O2P
Source: the Open Molecules 2025 dataset
Level of theory: the ωB97M-V functional and the def2-TZVPD basis

XYZ file:
```
96
Properties=species:S:1:pos:R:3:forces:R:3:mulliken_charge:R:1
C 5.150 0.637 -6.079 0.10 -0.09 -0.31 -1.58
C 4.620 0.799 -4.685 -0.10 0.10 0.48 0.98
C 5.427 1.371 -3.702 -0.25 -0.08 -0.05 -0.91
C 4.973 1.556 -2.392 -0.17 -0.20 -0.16 1.36
C 5.928 2.137 -1.392 0.43 0.17 0.28 -1.41
C 3.666 1.151 -2.052 0.37 -0.06 -0.04 -1.37
N 3.194 1.271 -0.689 -0.23 1.31 -1.11 1.14
P 2.393 2.670 -0.019 -0.12 -1.62 0.45 -0.24
H 1.030 2.029 0.037 0.55 0.45 -0.11 -0.19
N 2.883 2.123 1.557 -0.27 1.78 -0.04 1.11
C 2.958 2.957 2.736 0.22 0.00 0.15 -1.42
C 1.843 3.071 3.580 0.35 0.12 0.17 1.33
C 0.567 2.366 3.240 -0.56 -0.19 0.20 -1.10
C 1.957 3.814 4.762 0.09 -0.03 -0.22 -1.22
C 3.141 4.471 5.104 -0.10 -0.26 -0.36 0.73
C 3.218 5.276 6.366 0.07 0.17 0.30 -1.49
C 4.239 4.361 4.246 -0.39 -0.05 0.07 -1.15
C 4.157 3.618 3.065 -0.27 -0.17 0.02 1.32
C 5.359 3.504 2.182 0.58 0.06 -0.11 -1.21
C 3.210 0.778 1.543 0.20 -1.19 -0.85 -0.76
C 3.388 0.298 0.277 -0.16 -0.21 1.41 -0.49
C 2.841 0.570 -3.031 0.25 0.05 0.01 1.42
C 1.462 0.106 -2.670 -0.46 -0.33 -0.15 -0.92
C 3.329 0.390 -4.331 0.19 0.15 0.09 -1.36
H 4.398 0.186 -6.731 0.10 0.05 0.01 0.35
H 5.446 1.601 -6.514 -0.13 -0.16 0.13 0.34
H 6.045 0.001 -6.102 -0.20 0.08 0.06 0.34
H 6.449 1.658 -3.973 -0.34 -0.01 0.21 0.38
H 5.545 2.125 -0.370 -0.04 -0.04 -0.19 -0.21
H 6.865 1.563 -1.408 -0.19 0.11 0.05 0.39
H 6.203 3.174 -1.640 -0.19 -0.24 0.01 0.37
H -0.183 2.567 4.015 0.12 -0.07 -0.14 0.44
H 0.133 2.688 2.283 0.27 -0.06 0.13 0.24
H 0.705 1.277 3.196 0.00 0.23 -0.10 0.29
H 1.108 3.880 5.450 0.17 -0.03 -0.31 0.38
H 4.215 5.709 6.474 -0.13 0.00 0.08 0.35
H 2.486 6.095 6.373 0.16 -0.15 -0.08 0.33
H 3.013 4.665 7.254 0.06 0.06 -0.19 0.33
H 5.177 4.852 4.523 -0.30 -0.16 -0.20 0.25
H 6.203 4.010 2.666 -0.10 -0.12 -0.15 0.38
H 5.647 2.457 2.027 -0.12 0.18 -0.06 0.28
H 5.229 3.973 1.195 -0.15 -0.19 0.26 0.26
H 3.277 0.243 2.485 0.11 -0.01 -0.27 0.47
H 3.636 -0.711 -0.033 0.04 0.17 0.21 0.50
H 0.976 -0.337 -3.550 0.06 0.09 0.21 0.36
H 1.493 -0.677 -1.898 0.01 0.26 -0.10 0.09
H 0.811 0.914 -2.304 0.27 -0.16 -0.02 0.33
H 2.703 -0.092 -5.090 0.10 0.19 0.32 0.30
C -6.364 -0.372 5.615 0.44 0.39 -0.32 -0.84
O -5.437 0.578 5.053 0.07 -0.42 -0.08 -0.45
C -4.536 0.154 4.126 0.20 -0.17 -0.18 0.96
C -3.633 1.138 3.640 -0.77 -0.62 0.57 -0.79
C -2.720 0.798 2.672 0.15 -0.82 -0.63 -0.27
C -2.694 -0.510 2.097 -1.05 0.34 1.43 0.14
C -1.868 -0.795 0.960 -0.63 -1.71 -2.00 -0.92
C -2.277 -1.664 -0.081 0.88 1.04 1.84 0.20
C -1.339 -2.159 -1.047 0.24 0.21 -1.35 -0.65
C -1.715 -2.754 -2.220 0.06 0.39 0.66 0.25
C -0.722 -3.141 -3.239 0.77 -0.24 -0.41 0.47
C 0.511 -3.698 -2.850 -0.33 -0.04 -0.04 -0.15
C 1.458 -4.083 -3.796 -0.07 0.18 -0.14 -0.76
C 1.215 -3.856 -5.156 -0.09 0.06 0.10 -0.38
C 0.013 -3.264 -5.561 0.16 -0.10 0.29 -0.70
C -0.949 -2.935 -4.612 -0.10 0.07 0.26 -0.34
C -3.152 -3.020 -2.493 -0.35 -0.82 -0.85 0.47
O -3.540 -3.531 -3.560 0.56 0.78 1.47 -0.73
C -4.091 -2.712 -1.387 0.48 0.42 0.58 -0.22
C -5.513 -3.076 -1.525 -0.96 -0.21 0.17 0.05
C -6.217 -3.602 -0.419 0.28 0.10 -0.48 -0.27
C -7.566 -3.939 -0.520 0.03 0.17 -0.13 -0.74
C -8.257 -3.697 -1.715 0.23 0.04 0.04 -0.30
C -7.580 -3.157 -2.815 -0.03 -0.18 0.29 -0.69
C -6.220 -2.888 -2.726 0.30 0.15 0.08 -0.23
C -3.644 -2.061 -0.269 -0.93 -0.39 -0.79 -0.84
C -3.555 -1.494 2.679 0.83 0.40 -0.88 -0.88
C -4.459 -1.184 3.663 -0.59 0.99 0.83 -0.30
H -6.929 0.219 6.335 -0.04 -0.23 -0.04 0.25
H -7.027 -0.779 4.843 0.07 0.11 0.10 0.35
H -5.840 -1.194 6.116 -0.05 0.18 -0.02 0.33
H -3.706 2.145 4.050 0.07 -0.26 -0.13 0.44
H -2.033 1.549 2.286 -0.14 -0.11 0.05 0.46
H -0.916 -0.270 0.860 -0.02 -0.30 0.07 0.69
H -0.279 -1.976 -0.864 -0.22 0.05 -0.08 0.41
H 0.691 -3.860 -1.784 0.02 -0.05 -0.34 0.48
H 2.385 -4.560 -3.465 -0.30 0.21 -0.18 0.38
H 1.958 -4.139 -5.902 -0.15 0.04 0.20 0.41
H -0.195 -3.061 -6.613 0.15 -0.14 0.31 0.38
H -1.899 -2.512 -4.924 0.22 -0.07 0.01 0.40
H -5.663 -3.772 0.507 -0.23 -0.04 -0.19 0.43
H -8.072 -4.388 0.341 0.12 0.21 -0.37 0.36
H -9.316 -3.935 -1.789 0.20 0.03 0.02 0.36
H -8.100 -2.953 -3.755 0.12 -0.15 0.38 0.36
H -5.677 -2.517 -3.594 -0.21 -0.06 0.23 0.37
H -4.391 -1.747 0.450 0.08 0.03 -0.09 1.04
H -3.523 -2.527 2.331 0.20 0.30 0.02 0.59
H -5.132 -1.945 4.077 0.44 0.35 -0.26 0.37
```
Forces are in eV/Å.

Values from the calculation:
Strongest force on any atom in Eh/bohr: 0.0526
Energy in eV: -64795.540
HOMO-LUMO gap in Eh: 0.2195
SMILES: COc1ccc(C=C2C=C(c3ccccc3)C(=O)C(c3ccccc3)=C2)cc1.Cc1cc(C)c(N2C=CN(c3c(C)cc(C)cc3C)P2)c(C)c1

Entry 2:
Formula: C46H46CsO2S2Sb3Se4
Source: the Open Molecules 2025 dataset
Level of theory: the ωB97M-V functional and the def2-TZVPD basis

XYZ file:
```
104
Properties=species:S:1:pos:R:3:forces:R:3:mulliken_charge:R:1
Cs 3.229 0.870 0.125 1.48 0.83 1.32 1.45
C 2.523 -0.684 -7.850 -0.03 0.00 0.03 -1.55
C 2.029 -0.751 -6.428 0.02 0.03 0.01 1.06
C 2.226 0.322 -5.559 0.02 0.04 0.03 -1.03
C 1.814 0.266 -4.238 0.02 -0.06 -0.06 -0.55
C 1.181 -0.884 -3.780 0.02 0.16 0.03 0.25
C 0.989 -1.970 -4.615 0.01 0.00 -0.08 -0.30
C 1.408 -1.895 -5.939 -0.03 -0.03 0.03 -0.89
S 0.670 -0.962 -2.058 0.15 0.26 0.13 0.45
O 1.626 -0.041 -1.339 -2.79 -1.78 -2.51 -0.25
C -0.953 -0.188 -2.300 0.05 -0.26 -0.09 1.49
C -1.921 -1.081 -2.834 0.31 0.01 0.11 -1.22
C -3.205 -0.682 -3.008 -0.16 0.09 -0.02 -1.40
C -3.601 0.629 -2.641 -0.12 -0.09 -0.05 1.16
C -4.948 1.059 -2.777 0.14 -0.13 -0.03 -1.00
C -5.323 2.310 -2.390 0.10 0.23 0.12 -0.72
C -4.361 3.195 -1.843 -0.23 -0.07 -0.07 -0.87
C -3.063 2.807 -1.704 0.15 -0.07 -0.02 -0.70
C -2.640 1.509 -2.103 0.07 0.14 0.12 0.89
C -1.278 1.081 -1.926 -0.01 0.29 0.11 -0.41
C -0.319 2.073 -1.334 -0.05 -0.08 -0.22 -0.96
C 0.205 3.107 -2.165 -0.04 -0.03 -0.14 1.06
C -0.029 3.142 -3.572 0.00 -0.03 0.15 -1.17
C 0.521 4.118 -4.348 0.10 0.13 0.04 -0.63
C 1.345 5.121 -3.772 -0.08 -0.11 -0.08 -0.65
C 1.574 5.123 -2.429 -0.03 -0.07 0.07 -0.90
C 0.995 4.132 -1.591 0.09 0.10 0.02 0.58
C 1.242 4.143 -0.197 0.07 0.01 -0.07 -0.37
C 0.766 3.129 0.580 -0.23 -0.11 0.11 -0.72
C 0.005 2.096 -0.003 -0.17 0.06 0.11 0.45
S -0.514 0.856 1.196 -0.23 -0.32 -0.03 0.95
O -0.749 -0.478 0.554 0.12 0.24 0.10 -0.12
C -2.173 1.521 1.429 0.02 0.14 0.01 0.15
C -3.242 0.732 1.055 -0.14 0.07 0.03 -0.16
C -4.533 1.240 1.176 0.02 -0.04 -0.02 -0.76
C -4.757 2.518 1.670 -0.03 0.01 0.01 1.17
C -6.157 3.069 1.784 0.04 -0.01 -0.01 -1.76
C -3.658 3.285 2.063 -0.02 -0.01 0.01 -0.85
C -2.368 2.795 1.953 -0.04 -0.02 -0.03 -0.59
H 2.442 0.328 -8.248 -0.01 -0.01 0.02 0.37
H 1.958 -1.354 -8.499 -0.01 0.00 0.01 0.37
H 3.575 -0.974 -7.911 0.00 0.00 0.02 0.29
H 2.717 1.219 -5.919 -0.01 -0.01 0.00 0.40
H 1.992 1.094 -3.560 -0.03 -0.06 -0.03 0.70
H 0.526 -2.875 -4.238 0.02 0.03 -0.01 0.44
H 1.261 -2.745 -6.597 -0.01 0.01 0.02 0.34
H -1.629 -2.095 -3.086 0.03 0.05 0.02 0.34
H -3.945 -1.365 -3.411 0.02 0.02 0.01 0.35
H -5.675 0.369 -3.191 0.03 -0.01 0.00 0.40
H -6.354 2.627 -2.494 0.02 0.01 0.01 0.41
H -4.661 4.185 -1.521 -0.01 -0.01 -0.01 0.46
H -2.339 3.484 -1.269 0.01 -0.01 -0.01 0.43
H -0.634 2.368 -4.029 -0.01 -0.01 0.02 0.55
H 0.342 4.117 -5.417 0.01 0.01 0.00 0.44
H 1.808 5.868 -4.404 -0.02 -0.01 0.00 0.36
H 2.238 5.846 -1.969 -0.02 -0.02 0.00 0.51
H 1.850 4.916 0.255 0.03 -0.05 -0.02 0.47
H 1.038 3.116 1.639 0.04 -0.04 -0.09 0.28
H -3.050 -0.254 0.651 0.00 0.01 -0.01 0.48
H -5.376 0.636 0.857 0.03 0.02 0.01 0.26
H -6.866 2.460 1.220 0.04 0.01 0.02 0.34
H -6.211 4.091 1.401 0.02 -0.02 0.01 0.38
H -6.490 3.095 2.824 0.02 -0.01 -0.02 0.38
H -3.816 4.285 2.453 0.01 -0.03 -0.01 0.36
H -1.520 3.406 2.245 -0.02 -0.03 -0.01 0.57
C 2.443 0.586 4.910 -0.04 0.03 0.04 -1.22
Sb 2.249 -1.055 3.574 0.13 0.10 -0.09 0.34
C 3.897 -2.193 4.335 0.01 -0.02 0.08 -1.36
C 0.747 -2.010 4.905 0.02 -0.34 -0.12 -2.06
C 0.741 -3.510 4.896 0.03 0.26 0.03 1.24
C 1.362 -4.204 5.940 -0.01 0.00 0.00 -0.60
C 1.393 -5.589 5.996 -0.02 0.04 -0.07 -0.63
C 0.783 -6.327 4.989 0.02 0.09 0.01 -0.56
C 0.174 -5.656 3.940 0.00 0.01 -0.01 -0.54
C 0.151 -4.261 3.861 -0.07 0.07 -0.18 0.58
C -0.458 -3.615 2.654 0.07 0.00 0.15 -1.30
Sb 0.869 -3.392 0.917 0.12 -0.02 -0.09 0.41
C -0.001 -5.121 -0.088 -0.04 -0.04 0.06 -1.54
C 2.560 -4.535 1.615 0.05 0.02 0.08 -1.21
H 2.641 0.183 5.905 0.01 0.05 0.01 0.41
H 1.531 1.182 4.911 -0.01 -0.01 0.03 0.35
H 3.258 1.220 4.562 -0.02 -0.04 0.04 0.28
H 3.990 -2.011 5.407 0.02 -0.03 -0.01 0.38
H 4.800 -1.840 3.835 -0.04 0.00 0.02 0.38
H 3.751 -3.259 4.154 0.01 0.03 0.01 0.32
H -0.218 -1.598 4.602 0.04 -0.01 0.02 0.58
H 0.981 -1.634 5.901 -0.02 -0.04 0.03 0.63
H 1.831 -3.626 6.730 -0.02 -0.03 -0.03 0.31
H 1.888 -6.086 6.822 -0.01 0.00 -0.01 0.38
H 0.790 -7.410 5.014 0.00 0.01 0.00 0.38
H -0.291 -6.222 3.139 0.00 -0.01 0.01 0.27
H -0.841 -2.615 2.853 0.02 -0.04 0.01 0.23
H -1.274 -4.226 2.264 -0.03 0.02 0.03 0.72
H 0.126 -6.019 0.521 -0.03 0.02 -0.04 0.35
H 0.486 -5.274 -1.054 0.00 0.01 0.05 0.39
H -1.066 -4.947 -0.258 0.05 -0.02 -0.01 0.42
H 2.358 -5.031 2.567 -0.01 0.02 -0.08 0.27
H 3.419 -3.873 1.733 -0.03 -0.05 0.00 0.33
H 2.788 -5.288 0.858 0.01 0.04 0.03 0.47
Se 2.818 3.968 3.319 -0.04 -0.02 -0.05 -0.71
Sb 4.926 3.407 2.133 0.13 -0.01 0.01 0.64
Se 5.287 0.909 2.432 0.71 0.12 0.91 -0.94
Se 6.813 4.731 2.916 0.01 -0.06 0.01 -0.80
Se 4.564 3.762 -0.335 0.27 0.49 -0.02 -0.87
```
Forces are in eV/Å.

Values from the calculation:
Strongest force on any atom in Eh/bohr: 0.0808
Energy in eV: -355762.021
HOMO-LUMO gap in Eh: 0.1422
Total charge: -2